Here is an isolated ion of composition C7H8N3 and charge +1 at a distorted geometry from the Open Molecules 2025 dataset. Energies are from ωB97M-V/def2-TZVPD.

Results
- HOMO (spin up / spin down): -13.04 / -13.12 eV
- E_tot: -435.3241 Ha
- Total charge: +1
- HOMO-LUMO gap (spin up / spin down): 6.75 / 7.28 eV
- E_LUMO (spin up / spin down): -6.29 / -5.84 eV
- Energy relative to the best compared isomer or geometry (same formula, charge and spin): 496.6 kJ/mol
- Strongest force on any atom: 0.116 Eh/bohr

Positions of all 18 atoms, in Å:
C1 -1.3024 0.6107 -0.0297
C2 -0.2411 1.1973 -0.6395
C3 0.0573 -1.2608 0.6761
C4 0.4106 -2.3400 1.4470
C5 -1.8427 -2.2191 2.0344
C6 -2.1577 -1.2700 1.1041
C7 2.1308 1.0303 -1.3296
N1 -0.5866 -2.5811 2.3490
N2 -1.0497 -0.5776 0.6427
N3 0.7739 0.5912 -0.9918
H1 -2.2556 1.0182 0.2623
H2 -0.2317 2.2654 -0.8874
H3 1.3841 -2.8701 1.6534
H4 -2.5830 -2.6184 2.5908
H5 -3.1406 -1.0709 0.7668
H6 2.8694 0.3957 -0.8617
H7 2.1686 0.7829 -2.5361
H8 2.2200 2.0417 -0.9798

Cartesian forces, eV/Å:
C -0.841 -0.667 1.516
C -0.643 3.784 -1.054
C 2.926 0.998 -0.521
C -1.083 -0.059 1.840
C 2.303 1.219 -1.103
C 1.397 -0.597 0.960
C -2.017 -0.788 -2.723
N 0.519 -0.780 -1.173
N -2.466 -0.901 -1.261
N 3.732 -4.623 0.207
H 0.097 0.436 -0.378
H -0.723 0.217 0.336
H -1.106 0.969 -0.861
H -2.318 -1.431 1.803
H -0.649 0.578 -0.216
H -0.046 -0.274 0.131
H 0.295 1.189 3.040
H 0.623 0.729 -0.543



Here is an isolated ion of composition C7H8N3O2 and charge -1 at a distorted geometry from the Open Molecules 2025 dataset. Energies are from ωB97M-V/def2-TZVPD.

Results
- HOMO (spin up / spin down): -3.17 / -3.16 eV
- E_tot: -586.1427 Ha
- Total charge: -1
- HOMO-LUMO gap (spin up / spin down): 6.98 / 6.98 eV
- E_LUMO (spin up / spin down): 3.81 / 3.81 eV
- Energy relative to the best compared isomer or geometry (same formula, charge and spin): 397.8 kJ/mol
- Strongest force on any atom: 0.068 Eh/bohr

Positions of all 20 atoms, in Å:
C1 1.9147 -0.9356 -0.0617
C2 1.6065 -2.2553 -0.2084
C3 0.6432 -0.1815 -0.1997
C4 -0.3637 -1.1514 -0.3893
C5 0.3581 1.2494 -0.1288
C6 -1.9426 0.8773 0.2364
C7 1.4130 2.2314 -0.2539
N1 -0.8491 1.7329 -0.0760
N2 0.2735 -2.3247 -0.3051
N3 -2.3824 -0.1588 -0.7235
O1 -3.2818 -0.9310 -0.2857
O2 -1.7066 0.2018 1.4722
H1 2.7840 -0.4140 0.2586
H2 2.1517 -3.1304 -0.0706
H3 -2.8067 1.5156 0.3732
H4 2.3343 1.7116 0.1157
H5 0.9231 3.0920 0.2673
H6 1.5335 2.5158 -1.2748
H7 -0.0981 -3.2633 -0.3702
H8 -2.5046 -0.3821 1.6241

Cartesian forces, eV/Å:
C -1.387 1.753 -0.143
C 1.354 1.997 0.963
C 0.764 -1.575 0.040
C -0.702 1.774 0.135
C -2.523 -2.201 -0.944
C -0.039 -1.534 1.729
C 0.589 0.445 1.203
N 0.756 -0.287 0.072
N -1.567 -1.807 -0.984
N -0.180 -1.276 -1.507
O 0.829 1.369 0.249
O -1.233 0.143 1.185
H 1.037 -0.291 -0.121
H 1.077 -1.184 0.152
H -0.557 0.204 -0.233
H -0.425 1.373 0.005
H 1.505 -0.288 -0.029
H 0.286 0.085 -0.880
H -0.736 0.539 -0.199
H 1.152 0.762 -0.691



Here is an isolated ion of composition C7H8N3O2 and charge +1 at a distorted geometry from the Open Molecules 2025 dataset. Energies are from ωB97M-V/def2-TZVPD.

Results
- HOMO: -13.68 eV
- E_tot: -585.7182 Ha
- Total charge: +1
- HOMO-LUMO gap: 8.99 eV
- E_LUMO: -4.69 eV
- Energy relative to the best compared isomer or geometry (same formula, charge and spin): 594.9 kJ/mol
- Strongest force on any atom: 0.065 Eh/bohr

Positions of all 20 atoms, in Å:
C1 4.0252 -0.2136 -0.1607
N1 2.6201 -0.1635 -0.2601
O1 1.8243 -1.0623 -0.9617
N2 0.6631 -0.4180 -0.1488
C2 -0.7700 -0.1935 -0.2108
C3 -1.5373 -1.1095 0.4881
C4 -2.8592 -0.8459 0.6696
C5 -3.4255 0.3609 0.2320
C6 -2.6696 1.1542 -0.6017
C7 -1.2671 0.9551 -0.7796
N3 1.6435 0.3340 0.4313
O2 1.5300 1.1487 1.2389
H1 4.4210 0.7949 -0.1070
H2 4.1842 -0.7181 0.8100
H3 4.2531 -0.9945 -0.9136
H4 -1.0686 -2.0587 0.7224
H5 -3.3522 -1.6302 1.1714
H6 -4.4819 0.6888 0.2753
H7 -3.0784 2.1106 -0.7266
H8 -0.6548 1.8608 -1.1684

Cartesian forces, eV/Å:
C 0.153 -1.899 1.767
N -1.746 0.091 -1.189
O -1.685 0.961 0.405
N 1.665 -0.751 0.010
C 2.073 0.175 -0.567
C 0.605 -0.372 -0.888
C -0.400 0.199 0.281
C -0.449 -0.834 -1.335
C 2.166 0.169 1.420
C -0.849 2.252 -0.273
N -1.687 -1.750 -1.946
O 0.390 2.371 2.329
H 0.429 -0.149 -0.801
H 0.629 0.274 -0.237
H 0.728 1.171 -0.017
H -0.239 0.114 0.427
H -1.188 -0.375 0.613
H 0.684 -0.754 0.721
H -0.374 1.228 -1.153
H -0.905 -2.121 0.434